(1)
{"formula": "C37H57BN8O", "method": "wB97M-V/def2-TZVPD", "species": ["C", "C", "C", "C", "C", "C", "N", "O", "C", "C", "C", "H", "H", "H", "H", "H", "H", "H", "H", "H", "H", "H", "H", "H", "H", "H", "H", "H", "H", "B", "H", "H", "H", "H", "N", "C", "C", "C", "C", "H", "H", "H", "H", "H", "N", "C", "C", "C", "C", "H", "H", "H", "H", "H", "N", "C", "C", "C", "C", "H", "H", "H", "H", "H", "N", "C", "C", "C", "C", "H", "H", "H", "H", "H", "N", "C", "C", "C", "C", "H", "H", "H", "H", "H", "N", "C", "C", "C", "C", "H", "H", "H", "H", "H", "N", "C", "C", "C", "C", "H", "H", "H", "H", "H"], "coordinates": [[-1.076, -0.617, 3.122], [-0.670, 0.088, 1.817], [0.603, 1.025, 2.157], [1.050, 1.739, 0.963], [1.407, 0.744, -0.153], [0.508, -0.501, -0.362], [-0.285, -0.864, 0.859], [-0.836, -2.036, 0.750], [1.315, -1.697, -0.866], [-0.485, -0.093, -1.516], [-1.922, 0.804, 1.250], [-2.033, -1.198, 3.072], [-1.149, 0.112, 3.930], [-0.296, -1.469, 3.452], [1.411, 0.530, 2.533], [0.420, 1.735, 2.820], [2.057, 2.137, 1.139], [0.159, 2.210, 0.639], [2.359, 0.150, 0.082], [1.582, 1.275, -1.115], [2.072, -2.227, -0.200], [1.903, -1.149, -1.778], [0.559, -2.556, -1.158], [-0.840, 0.949, -1.194], [-1.191, -1.075, -1.821], [-0.081, -0.106, -2.503], [-2.792, 0.004, 1.186], [-1.895, 1.380, 0.305], [-2.114, 1.622, 1.938], [2.997, -3.315, 2.583], [3.555, -3.525, 3.542], [3.655, -3.327, 1.583], [2.118, -4.144, 2.668], [2.561, -2.113, 2.606], [4.526, -0.435, 0.809], [4.929, 0.832, 1.282], [5.296, 1.576, -0.005], [5.255, 0.659, -1.025], [4.878, -0.735, -0.469], [4.071, -1.130, 1.535], [4.749, 1.092, 2.200], [5.575, 2.496, 0.255], [5.334, 0.810, -2.055], [4.850, -1.767, -0.844], [-2.472, -2.815, -3.683], [-1.406, -3.438, -3.352], [-0.255, -2.849, -3.981], [-0.826, -1.752, -4.743], [-2.212, -1.680, -4.520], [-3.379, -2.980, -3.410], [-1.344, -4.444, -2.631], [0.730, -3.106, -3.605], [-0.510, -0.980, -5.581], [-3.157, -1.159, -4.628], [-4.744, -4.805, -2.193], [-5.659, -3.680, -2.139], [-5.135, -2.710, -1.078], [-3.889, -3.448, -0.543], [-3.670, -4.744, -1.328], [-4.920, -5.679, -2.778], [-6.552, -3.444, -2.713], [-5.627, -1.825, -0.819], [-3.151, -3.030, 0.236], [-2.929, -5.400, -1.282], [-0.445, 3.546, 5.079], [0.477, 4.233, 4.259], [1.839, 3.447, 4.186], [1.594, 2.258, 5.082], [0.256, 2.521, 5.724], [-1.371, 3.574, 5.203], [0.408, 5.153, 3.643], [2.778, 3.800, 3.846], [2.235, 1.390, 5.374], [-0.306, 1.803, 6.421], [0.770, 7.289, 2.121], [-0.471, 6.688, 1.700], [-0.166, 5.522, 0.772], [1.386, 5.483, 0.730], [1.869, 6.680, 1.547], [0.747, 8.099, 2.731], [-1.468, 7.048, 1.918], [-1.016, 4.876, 0.271], [2.023, 4.889, 0.183], [2.973, 7.281, 1.763], [-4.267, 3.014, -3.187], [-4.209, 4.451, -2.798], [-2.703, 4.567, -2.437], [-2.080, 3.208, -2.370], [-3.050, 2.311, -3.042], [-5.129, 2.597, -3.548], [-5.018, 5.406, -2.612], [-2.275, 5.625, -2.041], [-1.143, 3.066, -2.081], [-3.024, 1.233, -3.254], [1.643, -5.336, -0.301], [2.625, -4.906, -1.242], [2.048, -5.238, -2.610], [0.745, -5.866, -2.273], [0.579, -5.949, -0.866], [1.776, -5.237, 0.674], [3.529, -4.606, -1.000], [2.651, -5.150, -3.565], [0.290, -6.356, -3.010], [-0.080, -6.348, -0.247]], "de_lowest_kj_mol": 123.21, "gap_ev": 4.100, "lumo_energy_ha": -0.1162, "total_charge": 0}



(2)
{"formula": "C30H67INO10PS", "method": "wB97M-V/def2-TZVPD", "species": ["C", "C", "C", "C", "C", "C", "I", "C", "C", "C", "C", "C", "O", "C", "P", "C", "C", "N", "C", "C", "C", "C", "C", "O", "O", "C", "C", "C", "C", "S", "H", "H", "H", "H", "H", "H", "H", "H", "H", "H", "H", "H", "H", "H", "H", "H", "H", "H", "H", "H", "H", "H", "H", "H", "H", "H", "H", "H", "H", "H", "H", "H", "H", "H", "H", "H", "H", "H", "H", "C", "O", "H", "H", "H", "H", "C", "O", "H", "H", "H", "H", "C", "O", "H", "H", "H", "H", "C", "O", "H", "H", "H", "H", "C", "O", "H", "H", "H", "H", "C", "O", "H", "H", "H", "H", "C", "O", "H", "H", "H", "H"], "coordinates": [[-2.649, -1.909, -3.692], [-2.113, -1.245, -2.875], [-1.418, -0.366, -1.936], [-2.440, 0.711, -1.462], [-3.933, 0.454, -1.615], [-4.666, 1.717, -1.109], [-4.699, -1.150, -0.414], [-1.054, -1.302, -0.728], [0.217, -0.972, 0.071], [1.246, -2.111, 0.046], [0.749, -3.450, 0.621], [1.664, -4.556, 0.110], [3.001, -4.105, 0.190], [3.946, -5.146, 0.119], [-0.308, -0.871, 1.888], [1.157, -0.343, 2.879], [-1.622, 0.398, 2.060], [0.812, 0.374, -0.269], [0.957, 0.788, -1.685], [1.031, 2.335, -1.666], [-0.171, 3.043, -1.127], [-0.341, 3.421, 0.136], [2.399, 0.398, -2.144], [2.930, -0.523, -1.463], [2.909, 1.086, -3.093], [-0.176, 0.308, -2.639], [0.322, -0.437, -3.875], [0.842, -1.887, -3.688], [2.328, -2.103, -4.024], [2.596, -3.483, -5.180], [-3.113, -2.437, -4.487], [-2.272, 1.635, -2.007], [-2.282, 0.968, -0.417], [-4.241, 0.356, -2.646], [-4.540, 1.821, -0.037], [-4.294, 2.589, -1.642], [-5.719, 1.602, -1.344], [-0.907, -2.284, -1.160], [-1.886, -1.403, -0.041], [2.068, -1.810, 0.691], [1.689, -2.256, -0.929], [-0.280, -3.657, 0.345], [0.839, -3.450, 1.702], [1.429, -4.801, -0.932], [1.547, -5.453, 0.721], [4.875, -4.798, 0.558], [4.172, -5.426, -0.912], [3.636, -6.016, 0.698], [1.338, -1.142, 3.590], [2.063, -0.203, 2.295], [0.918, 0.543, 3.463], [-1.433, 1.358, 1.573], [-2.562, 0.022, 1.667], [-1.764, 0.582, 3.120], [1.756, 0.377, 0.145], [0.286, 1.066, 0.270], [1.901, 2.636, -1.081], [1.223, 2.684, -2.672], [-0.960, 3.311, -1.819], [-1.220, 3.927, 0.495], [0.453, 3.158, 0.828], [-0.593, 1.223, -3.054], [-0.477, -0.457, -4.608], [1.106, 0.138, -4.357], [0.588, -2.239, -2.694], [0.273, -2.513, -4.368], [2.820, -1.208, -4.384], [2.843, -2.379, -3.112], [2.171, -4.480, -4.395], [8.006, -3.772, 1.593], [7.286, -4.914, 1.138], [7.656, -3.540, 2.596], [9.079, -3.975, 1.630], [7.825, -2.911, 0.944], [7.597, -5.116, 0.252], [4.502, 0.258, 1.990], [3.995, 1.058, 0.926], [4.362, 0.807, 2.919], [3.967, -0.694, 2.054], [5.568, 0.060, 1.852], [4.119, 0.556, 0.104], [1.253, 6.680, -1.063], [0.693, 7.409, 0.028], [0.504, 5.973, -1.406], [1.516, 7.357, -1.880], [2.138, 6.128, -0.736], [1.358, 8.028, 0.337], [-8.042, -0.994, 1.866], [-7.557, -0.029, 2.799], [-8.885, -1.509, 2.318], [-8.373, -0.509, 0.946], [-7.261, -1.723, 1.634], [-6.813, 0.418, 2.387], [-0.247, 2.416, 6.141], [-0.038, 2.137, 4.756], [-0.612, 1.505, 6.608], [0.686, 2.714, 6.623], [-0.991, 3.205, 6.271], [0.283, 2.943, 4.343], [-11.527, -0.676, -0.085], [-10.327, -0.853, -0.832], [-11.246, -0.486, 0.948], [-12.100, 0.176, -0.459], [-12.149, -1.575, -0.124], [-10.572, -1.022, -1.746], [5.259, 4.006, 1.696], [3.929, 4.454, 1.454], [5.911, 4.874, 1.759], [5.309, 3.457, 2.641], [5.591, 3.362, 0.880], [3.383, 3.664, 1.401]], "gap_ev": 8.641, "lumo_energy_ha": 0.0091, "total_charge": 0}



(3)
{"formula": "C20H18ClHoN4OS", "method": "wB97M-V/def2-TZVPD", "species": ["Ho", "Cl", "C", "C", "C", "C", "O", "C", "C", "N", "C", "C", "C", "C", "C", "C", "C", "C", "N", "C", "C", "H", "H", "H", "H", "H", "H", "H", "H", "H", "H", "S", "C", "N", "C", "C", "C", "N", "H", "H", "H", "H", "H", "H", "H", "H"], "coordinates": [[12.013, 5.430, 5.037], [17.587, 3.800, 9.542], [16.662, 3.986, 8.138], [17.057, 4.727, 7.037], [16.196, 5.081, 6.029], [14.869, 4.575, 6.029], [14.032, 4.857, 5.052], [14.418, 3.830, 7.212], [13.024, 3.587, 7.459], [11.963, 4.061, 6.786], [10.694, 4.078, 7.445], [10.436, 3.700, 8.758], [9.103, 3.643, 9.240], [8.047, 3.867, 8.444], [8.223, 4.299, 7.090], [7.128, 4.790, 6.353], [7.412, 5.399, 5.118], [8.737, 5.440, 4.626], [9.781, 4.928, 5.276], [9.556, 4.462, 6.629], [15.338, 3.561, 8.266], [18.031, 5.235, 7.011], [16.517, 5.609, 5.084], [12.864, 2.979, 8.292], [11.258, 3.349, 9.437], [8.968, 3.185, 10.233], [7.027, 3.564, 8.824], [6.137, 4.644, 6.826], [6.648, 5.997, 4.601], [8.963, 5.903, 3.661], [15.017, 3.030, 9.200], [12.159, 8.052, 5.262], [12.411, 7.552, 6.914], [13.653, 7.269, 7.439], [13.840, 6.984, 8.905], [12.628, 6.308, 9.451], [11.384, 7.106, 9.175], [11.418, 7.679, 7.797], [14.451, 7.572, 6.896], [14.080, 7.888, 9.482], [14.692, 6.258, 9.004], [12.770, 6.202, 10.516], [12.489, 5.266, 9.034], [11.383, 7.949, 9.851], [10.492, 6.530, 9.302], [10.547, 7.900, 7.281]], "gap_ev": [6.593, 6.642], "lumo_energy_ha": [-0.2696, -0.2679], "total_charge": 2, "multiplicity": 5}